No. 1
An isolated ion of composition C17H36NO3 and charge +1, computed with wB97M-V/def2-TZVPD.

Element x y z (Å)
1 C -0.4649 4.1336 0.1540
2 C 0.8559 3.5045 0.5890
3 C 1.6422 2.8682 -0.5569
4 C 0.8362 1.9025 -1.4378
5 C -0.0137 0.8763 -0.6748
6 N 0.2336 -0.5741 -1.0310
7 C -0.1891 -0.8107 -2.4432
8 C -0.5638 -1.4861 -0.1190
9 C -2.0024 -1.0764 0.1569
10 C -2.7626 -2.2681 0.7457
11 C -4.0927 -1.8846 1.3875
12 C -5.1152 -1.2676 0.4352
13 O -6.1282 -0.5920 1.1429
14 C -5.8667 0.7790 1.3370
15 C 1.6916 -0.9635 -0.9172
16 C 2.3723 -0.5636 0.3895
17 C 3.3946 -1.6174 0.7917
18 O 4.3537 -1.7656 -0.2576
19 C 5.4793 -0.9588 -0.1231
20 C 6.7077 -1.6889 0.3215
21 O 5.3990 0.2102 -0.3532
22 H -0.3419 4.7364 -0.7482
23 H -0.8642 4.7811 0.9331
24 H -1.2310 3.3805 -0.0504
25 H 1.4887 4.2656 1.0479
26 H 0.6723 2.7704 1.3804
27 H 2.5344 2.3781 -0.1627
28 H 2.0073 3.6622 -1.2120
29 H 0.1660 2.4888 -2.0669
30 H 1.5219 1.4076 -2.1277
31 H -1.0687 1.0331 -0.8804
32 H 0.1171 0.9633 0.4018
33 H -0.0242 -1.8573 -2.6857
34 H -1.2409 -0.5616 -2.5494
35 H 0.4043 -0.1827 -3.1011
36 H -0.5450 -2.4683 -0.5934
37 H -0.0033 -1.5624 0.8111
38 H -2.4858 -0.7354 -0.7606
39 H -2.0361 -0.2441 0.8641
40 H -2.1402 -2.7273 1.5200
41 H -2.9108 -3.0243 -0.0315
42 H -4.5343 -2.7714 1.8442
43 H -3.9111 -1.1767 2.2022
44 H -5.6098 -2.0461 -0.1500
45 H -4.6334 -0.5849 -0.2790
46 H -6.5929 1.1517 2.0549
47 H -4.8611 0.9490 1.7437
48 H -5.9685 1.3399 0.4012
49 H 1.7055 -2.0476 -1.0428
50 H 2.2020 -0.5324 -1.7733
51 H 1.6618 -0.4186 1.2060
52 H 2.9153 0.3680 0.2432
53 H 3.8732 -1.3205 1.7281
54 H 2.9439 -2.6016 0.9325
55 H 6.6912 -2.7273 0.0024
56 H 7.5893 -1.1753 -0.0524
57 H 6.7418 -1.6670 1.4138

The calculation puts the LUMO energy at -2.2 eV. Its total charge is +1. The calculation puts the frontier orbital gap at 9.8057 eV.

---

No. 2
C3H8CsO3S as an isolated structure at a distorted geometry, computed with wB97M-V/def2-TZVPD.

Element x y z (Å)
1 Cs -1.3210 0.7306 -3.2155
2 O -0.1018 -1.4541 -1.5606
3 S -0.1849 -1.4565 -0.0710
4 O 0.7089 -2.2978 0.7056
5 O 0.0169 0.1360 0.3975
6 C 1.3268 0.6211 0.2341
7 C 1.1242 2.1290 0.1810
8 C -1.8954 -1.6603 0.5189
9 H 1.8603 0.3021 -0.6613
10 H 2.0018 0.3716 1.0528
11 H 0.4505 2.4166 0.9882
12 H 0.6770 2.5856 -0.7020
13 H 2.0571 2.6803 0.2980
14 H -2.0570 -1.6402 1.5967
15 H -2.2443 -2.6377 0.1856
16 H -2.4193 -0.8262 0.0520

The calculation puts the LUMO energy at -3.7 eV. Its total charge is +1. The calculation puts the frontier orbital gap at 10.7646 eV. The energy relative to the best compared isomer or geometry (same formula, charge and spin) is 75.7 kJ/mol.

---

No. 3
One molecule with the formula C2H6ClN at a distorted geometry, computed with wB97M-V/def2-TZVPD.

Element x y z (Å)
1 N -1.6486 -0.5182 0.1120
2 C -0.6523 0.1180 1.2452
3 C 0.6158 -0.2121 0.5759
4 Cl 0.9196 0.3093 -0.9954
5 H -2.4200 -0.7968 0.8070
6 H -1.8686 0.4804 -0.5667
7 H -0.8089 -0.5041 2.0802
8 H -1.0536 1.1398 1.3893
9 H 1.6145 -0.0379 1.0792
10 H 0.6634 -1.3472 0.4221

The calculation puts the LUMO energy at 0.9 eV. The calculation puts the frontier orbital gap at 10.8168 eV. The energy relative to the best compared isomer or geometry (same formula, charge and spin) is 213.8 kJ/mol.

---

No. 4
One molecule with the formula C8H9N, computed with wB97M-V/def2-TZVPD.

Element x y z (Å)
1 C 0.4614 1.5402 0.5185
2 C 0.1430 0.6957 -0.4546
3 C -0.1214 1.1382 -1.8614
4 C 0.0195 -0.7686 -0.2524
5 C 1.1169 -1.5420 0.4734
6 C -0.1958 -1.3779 1.0847
7 C -1.0462 -1.6327 2.0283
8 C -2.0757 -1.7162 2.7668
9 N -3.0947 -1.7981 3.4361
10 H 0.5539 2.5985 0.3430
11 H 0.6244 1.1991 1.5259
12 H 0.2302 2.1528 -2.0243
13 H -1.1914 1.0978 -2.0710
14 H 0.3742 0.4699 -2.5659
15 H -0.4622 -1.2798 -1.0807
16 H 1.4041 -2.5154 0.0975
17 H 1.9513 -0.9711 0.8600
18 H -3.1193 -2.3149 4.3070

The calculation puts the LUMO energy at 0.1 eV. The calculation puts the frontier orbital gap at 8.3956 eV. The energy relative to the best compared isomer or geometry (same formula, charge and spin) is 372.6 kJ/mol.

---

No. 5
A 2-piece molecular cluster, C3H8N2O overall at a distorted geometry, computed with wB97M-V/def2-TZVPD.

Element x y z (Å)
1 H 0.6898 0.6303 1.7012
2 N 1.4222 1.2225 1.2934
3 C 2.1297 0.4085 0.5417
4 N 1.8245 -0.8895 0.1153
5 H 3.2114 0.5930 0.3515
6 H 2.3886 -1.2899 -0.6979
7 H 0.8401 -1.1229 0.1168
8 C -2.8018 -0.2984 -0.3056
9 C -1.6913 -0.0018 -0.9101
10 O -0.5637 0.7725 -0.5275
11 H -2.6824 0.0693 0.8194
12 H -3.5070 -1.0264 -0.6712
13 H -1.3892 -0.2015 -1.9658
14 H 0.1292 1.1344 0.1389

The calculation puts the LUMO energy at 0.8 eV. The calculation puts the frontier orbital gap at 9.9894 eV. The energy relative to the best compared isomer or geometry (same formula, charge and spin) is 378.0 kJ/mol.